F36P6Y as an isolated structure in a non-equilibrium geometry. Source: OMol25; level of theory: ωB97M-V/def2-TZVPD.

The geometry in XYZ format:
```
43
Properties=species:S:1:pos:R:3:forces:R:3
Y -15.984904 -27.968600 15.862964 0.25 0.04 -0.72
P -17.732840 -25.469727 14.800094 0.25 0.63 -0.35
F -18.042462 -24.336221 15.903940 -0.46 -0.47 -0.29
F -19.216909 -25.548596 14.241190 0.03 0.45 0.41
F -17.261344 -24.328401 13.780945 -0.33 -0.15 -0.08
F -17.274188 -26.626565 13.784304 -0.18 -0.19 -0.36
F -16.218368 -25.604808 15.383666 1.29 0.49 0.27
F -18.027036 -26.649288 15.920143 -0.68 -0.29 0.28
P -13.901343 -27.464505 12.389759 0.74 0.73 -0.97
F -12.918126 -26.423850 13.129231 -0.15 0.09 0.09
F -14.817388 -26.224442 11.878359 0.25 -0.26 0.16
F -12.959730 -27.357091 11.037539 -0.35 -0.03 0.27
F -14.882529 -28.476349 11.630913 -0.02 -0.16 0.23
F -13.000950 -28.671973 12.931548 -0.16 -0.23 -0.02
F -14.825622 -27.548759 13.765632 -0.21 -0.15 0.23
P -18.168049 -29.896958 14.128683 -2.15 1.21 -0.61
F -16.697687 -29.234061 13.847719 0.29 -0.06 -0.28
F -18.303317 -30.396062 12.616230 0.42 -0.46 0.23
F -17.481905 -31.227290 14.640934 -0.28 0.03 -0.13
F -19.639494 -30.440695 14.535140 0.53 -0.65 0.29
F -17.989551 -29.154347 15.609475 -0.14 -0.61 0.89
F -18.941211 -28.528304 13.706687 0.61 -0.12 -0.39
P -13.663941 -26.454228 17.575054 0.70 -0.25 -1.38
F -14.442847 -27.906324 17.576860 -1.20 -0.37 1.73
F -13.906183 -26.692541 15.929338 0.49 0.68 -0.27
F -15.078810 -25.677397 17.546863 0.10 -0.37 0.69
F -12.884530 -25.096356 17.279289 0.09 -0.12 0.33
F -13.576754 -26.357924 19.151601 -0.02 0.02 -0.15
F -12.308679 -27.327559 17.500618 -0.01 0.70 0.09
P -17.668378 -28.134381 19.488461 -0.73 0.81 -0.40
F -17.015841 -28.738885 18.076843 -0.10 0.35 -0.22
F -16.261270 -27.388195 19.773397 -0.34 -0.48 0.14
F -18.172889 -26.838673 18.641907 0.23 -0.24 0.38
F -18.284214 -27.538091 20.859367 0.05 0.11 0.09
F -19.096598 -28.844433 19.164226 0.32 0.00 -0.18
F -17.218140 -29.471526 20.235328 0.50 -0.07 0.19
P -14.424362 -30.968390 16.319728 1.29 0.06 -1.08
F -15.864593 -30.209985 16.521881 -1.04 -1.01 0.60
F -14.123908 -29.458864 15.614995 1.13 -0.01 -0.24
F -13.914956 -30.445378 17.735152 -0.43 0.11 0.09
F -12.924026 -31.481724 16.040354 -0.07 -0.05 0.12
F -14.967075 -32.325699 16.962813 0.07 0.19 0.00
F -14.797526 -31.487717 14.849735 -0.55 0.09 0.31
```
Positions in Å, forces in eV/Å.

## Properties
**Molecular weight**: 958.68 Da
**Lowest unoccupied orbital energy**: 7.291 eV
**HOMO energy**: -4.81 eV
**Net charge**: -3

Atom charges from the Löwdin analysis, given in e for atoms 1 to 4: 1.83, 0.16, -0.13, -0.11